<w>
ORCA calculation (the ωB97M-V functional and the def2-TZVPD basis) on the ion C5H11N2O with charge +1.

## Properties
LUMO: -3.398 eV
SMILES string: C=C[C@@](C)(O)C(N)=[NH2+]
net charge: +1

Geometry (Å):
C: 1.93740 -1.34272 -1.22917
C: 0.79247 -0.66254 -1.12150
C: -0.04272 -0.52315 0.12804
C: -1.42305 -0.93548 -0.04649
O: 0.62503 -1.03122 1.21951
C: -0.05030 1.35373 0.32478
N: -1.06778 1.87254 -0.27931
N: 0.67224 1.71580 1.28887
H: 2.51604 -1.24625 -2.14063
H: 2.57461 -1.87696 -0.41507
H: 0.33233 -0.28392 -2.03324
H: -1.81892 -0.50494 -1.04802
H: -1.47184 -1.99441 -0.12468
H: -2.03063 -0.66922 0.81405
H: -0.10690 -1.39439 1.85253
H: -1.71315 1.26334 -0.83531
H: -1.53708 2.68896 0.06884
H: 1.36689 1.08254 1.66540
H: 0.44535 2.48830 1.91140

The net atomic charges from natural (NBO), expressed in e, are: atom 1 (C): -0.33, atom 2 (C): -0.29, atom 3 (C): 0.31, atom 4 (C): -0.67, atom 5 (O): -0.68, atom 6 (C): 0.52, atom 7 (N): -0.74, atom 8 (N): -0.72, atom 9 (H): 0.22, atom 10 (H): 0.23, atom 11 (H): 0.22, atom 12 (H): 0.22, atom 13 (H): 0.27, atom 14 (H): 0.23, atom 15 (H): 0.50, atom 16 (H): 0.43, atom 17 (H): 0.41, atom 18 (H): 0.45, atom 19 (H): 0.42

=====

<x>
ORCA calculation (the ωB97M-V functional and the def2-TZVPD basis) on the ion C5H11N2O with charge +1.

## Properties
LUMO: -4.643 eV
SMILES string: C=[N+](C)[C@@H]1[C@@H](N)[C@H]1O
net charge: +1

Geometry (Å):
C: -0.91710 -1.93779 -0.59156
N: -0.74573 -0.70122 -0.80558
C: -0.80175 -0.09708 -2.13072
C: -0.44890 0.21393 0.24532
C: 1.08849 0.54270 0.53778
N: 1.54574 1.85443 0.48385
C: 0.21771 -0.10063 1.58524
O: -0.15438 0.48297 2.73508
H: -0.81000 -2.60927 -1.43608
H: -0.85285 -2.33069 0.47176
H: -0.97236 -0.93866 -2.84667
H: 0.10352 0.46527 -2.22089
H: -1.52617 0.70650 -2.28896
H: -1.08678 1.06217 0.22276
H: 1.79442 -0.25726 0.18261
H: 0.91783 2.62118 0.94145
H: 1.95217 2.09051 -0.45051
H: 0.36231 -1.29733 1.84031
H: 0.33382 0.23027 3.52479

The net atomic charges from natural (NBO), expressed in e, are: atom 1 (C): 0.07, atom 2 (N): -0.20, atom 3 (C): -0.43, atom 4 (C): -0.18, atom 5 (C): -0.04, atom 6 (N): -0.83, atom 7 (C): 0.14, atom 8 (O): -0.70, atom 9 (H): 0.22, atom 10 (H): 0.24, atom 11 (H): 0.24, atom 12 (H): 0.24, atom 13 (H): 0.26, atom 14 (H): 0.24, atom 15 (H): 0.23, atom 16 (H): 0.41, atom 17 (H): 0.40, atom 18 (H): 0.18, atom 19 (H): 0.51

=====

Which one sits at the top of the stability order? <w> does.

=====

<w>
ORCA calculation (the ωB97M-V functional and the def2-TZVPD basis) on a cluster of 2 separate species, C3H11NO in total.

## Properties
LUMO: 0.844 eV
SMILES string: CCNC.O

Geometry (Å):
C: -1.74033 -1.01263 0.91999
C: -0.62069 -0.43424 0.06536
N: -0.78400 0.99868 -0.08522
C: 0.16444 1.66761 -0.95354
H: -1.38587 -1.93019 1.39468
H: -2.65333 -1.25041 0.37174
H: -1.98190 -0.30741 1.70387
H: -0.66279 -0.92509 -0.92288
H: 0.33837 -0.67201 0.52327
H: -1.75045 1.18085 -0.29809
H: 0.81458 0.93851 -1.42053
H: -0.37258 2.21948 -1.71662
H: 0.77945 2.36582 -0.39265
O: 3.08477 -0.93847 0.58365
H: 2.74985 -1.21047 -0.27628
H: 4.02047 -0.69003 0.50326

The net atomic charges from natural (NBO), expressed in e, are: atom 1 (C): -0.62, atom 2 (C): -0.21, atom 3 (N): -0.64, atom 4 (C): -0.41, atom 5 (H): 0.21, atom 6 (H): 0.20, atom 7 (H): 0.21, atom 8 (H): 0.15, atom 9 (H): 0.19, atom 10 (H): 0.35, atom 11 (H): 0.18, atom 12 (H): 0.19, atom 13 (H): 0.19, atom 14 (O): -0.95, atom 15 (H): 0.47, atom 16 (H): 0.48

=====

<x>
ORCA calculation (the ωB97M-V functional and the def2-TZVPD basis) on a cluster of 2 separate species, C3H11NO in total.

## Properties
LUMO: 1.016 eV
SMILES string: CN(C)C.O

Geometry (Å):
C: 0.51029 0.40032 0.42546
N: 1.17506 -0.24977 -0.85119
C: 1.65391 0.41627 -2.05466
C: 1.66620 -1.60965 -0.71716
H: 0.44222 1.42756 0.30229
H: 1.14844 0.38310 1.23318
H: -0.45501 0.08736 0.57636
H: 1.43506 -0.14611 -3.00645
H: 1.30811 1.44786 -2.10006
H: 2.78606 0.60779 -1.91435
H: 1.09536 -2.31466 -1.34719
H: 1.47498 -2.00501 0.34136
H: 2.72468 -1.74983 -0.96606
O: -5.33621 1.22706 3.25858
H: -5.42537 0.52307 3.79433
H: -6.20379 1.55464 3.02557

The net atomic charges from natural (NBO), expressed in e, are: atom 1 (C): -0.38, atom 2 (N): -0.49, atom 3 (C): -0.40, atom 4 (C): -0.41, atom 5 (H): 0.20, atom 6 (H): 0.19, atom 7 (H): 0.19, atom 8 (H): 0.19, atom 9 (H): 0.20, atom 10 (H): 0.16, atom 11 (H): 0.17, atom 12 (H): 0.20, atom 13 (H): 0.18, atom 14 (O): -0.93, atom 15 (H): 0.46, atom 16 (H): 0.47

=====

Which one sits at the top of the stability order? <w> does.

=====

<w>
ORCA calculation (the ωB97M-V functional and the def2-TZVPD basis) on a cluster of 2 separate species, C3H11NO in total.

## Properties
LUMO: 0.807 eV
SMILES string: CCCN.O

Geometry (Å):
C: 0.00000 0.00000 0.00000
C: -0.85795 -1.29177 0.07898
C: -1.05700 -1.95402 -1.30505
N: -1.78744 -3.20239 -1.25371
H: 0.40494 0.14704 1.01539
H: -0.56103 0.90449 -0.28940
H: 0.84287 -0.13003 -0.69947
H: -0.26332 -1.93945 0.75156
H: -1.81754 -1.07184 0.58521
H: -1.64070 -1.25258 -1.93173
H: -0.08208 -2.11870 -1.80291
H: -2.05188 -3.20744 -2.24503
H: -2.62134 -2.89963 -0.73832
O: -2.97056 2.42737 -0.89691
H: -2.00206 2.42836 -1.07088
H: -3.09588 3.09798 -0.18781

The net atomic charges from natural (NBO), expressed in e, are: atom 1 (C): -0.60, atom 2 (C): -0.41, atom 3 (C): -0.21, atom 4 (N): -0.80, atom 5 (H): 0.21, atom 6 (H): 0.19, atom 7 (H): 0.20, atom 8 (H): 0.20, atom 9 (H): 0.20, atom 10 (H): 0.15, atom 11 (H): 0.18, atom 12 (H): 0.35, atom 13 (H): 0.34, atom 14 (O): -0.94, atom 15 (H): 0.47, atom 16 (H): 0.47

=====

<x>
ORCA calculation (the ωB97M-V functional and the def2-TZVPD basis) on a cluster of 2 separate species, C3H11NO in total.

## Properties
LUMO: 0.932 eV
SMILES string: CNC.CO

Geometry (Å):
C: -1.06128 0.10907 1.77021
N: -0.60368 0.70191 0.48240
C: 0.79216 1.27135 0.33904
H: -1.88890 -0.64211 1.67793
H: -1.62366 0.96148 2.24922
H: -0.39837 -0.36735 2.47799
H: -1.22232 1.41873 0.12097
H: 1.60330 0.80493 0.79745
H: 0.89683 1.17184 -0.73849
H: 0.67735 2.36174 0.53888
C: 0.66984 -1.33474 -1.94877
O: -0.20502 -1.49287 -0.84059
H: 1.20511 -0.44984 -2.08612
H: 0.03524 -1.74917 -2.68588
H: 1.47563 -2.18096 -1.65505
H: -0.35221 -0.58398 -0.49918

The net atomic charges from natural (NBO), expressed in e, are: atom 1 (C): -0.43, atom 2 (N): -0.66, atom 3 (C): -0.41, atom 4 (H): 0.21, atom 5 (H): 0.18, atom 6 (H): 0.22, atom 7 (H): 0.37, atom 8 (H): 0.21, atom 9 (H): 0.20, atom 10 (H): 0.18, atom 11 (C): -0.27, atom 12 (O): -0.78, atom 13 (H): 0.16, atom 14 (H): 0.19, atom 15 (H): 0.15, atom 16 (H): 0.48

=====

Which one sits at the top of the stability order? <w> does.